No. 1
This record from OMol25 describes a single C12H13NO2 molecule at a distorted geometry. The level of theory is wB97M-V/def2-TZVPD.

```
28
Properties=species:S:1:pos:R:3:forces:R:3
C -3.85171 1.30124 -0.21037 1.77 -0.76 1.06
C -4.17799 -0.03989 -0.34941 1.20 -0.32 -0.61
C -2.50664 1.61491 0.05400 -3.35 -1.58 -1.09
C -3.23842 -1.08144 -0.34396 -0.84 -0.32 0.30
C -1.59799 0.65181 0.06875 1.76 -3.39 0.79
C -1.93266 -0.73727 0.00206 -1.34 -0.52 -0.47
C -0.18757 0.88114 0.28812 3.45 -0.43 -1.27
C -0.92287 -1.73942 0.19536 3.62 2.27 -1.03
C 0.64064 -0.04772 -0.52985 -4.74 -0.71 1.36
C 2.69166 1.10798 -0.58494 -0.64 0.45 2.67
C 2.68060 -1.26793 -0.76261 2.63 0.87 -1.93
C 2.25960 -0.30196 1.36379 -3.46 -2.52 0.72
N 2.00464 -0.13665 -0.12003 2.84 1.69 1.32
O 0.22052 1.84413 0.98456 -0.11 -0.17 -0.05
O -0.46521 -2.77575 0.49142 -1.47 0.44 0.02
H -4.44160 2.17416 -0.11745 -1.50 0.14 -0.37
H -5.09615 -0.47581 -0.52352 -2.47 0.24 -0.34
H -2.28067 2.58966 0.15814 1.20 3.09 0.47
H -3.66910 -2.12350 -0.55078 1.21 1.54 0.55
H 2.16233 1.66845 -1.25661 -1.63 0.52 -2.38
H 2.63264 1.77281 0.24210 0.34 0.55 0.95
H 3.67530 0.98455 -0.87758 1.95 -0.71 -0.52
H 3.61027 -1.71151 -0.25677 -1.04 1.51 -0.47
H 1.99452 -2.02533 -0.71466 -1.76 -2.07 -0.59
H 2.91901 -0.88033 -1.82121 -0.46 -1.33 1.51
H 1.49608 0.22079 2.03971 0.81 -0.82 -1.52
H 2.19811 -1.44681 1.39660 -0.19 1.65 0.98
H 3.18266 -0.02034 1.73512 2.23 0.70 -0.06
```
Positions in Å, forces in eV/Å.

The value obtained for the energy relative to the best compared isomer or geometry (same formula, charge and spin) is 8.2859 eV. The lowest unoccupied orbital energy (spin up / spin down) comes out at -0.22 / -0.22 eV. Its net charge is 0.

***

No. 2
This record from OMol25 describes a molecular structure, C49H57Ge2N5O3OsS4Se at a distorted geometry. The level of theory is wB97M-V/def2-TZVPD.

```
122
Properties=species:S:1:pos:R:3:forces:R:3
Os -2.22855 -0.35491 -2.11779 0.09 -0.20 -0.01
C 1.32220 5.52531 2.05127 -0.03 -0.06 0.05
C 0.68340 4.23063 2.47869 -0.03 0.07 0.04
C -0.67528 4.00805 2.31082 0.06 0.03 -0.01
C -1.27862 2.82824 2.72998 -0.04 -0.02 0.15
C -2.75884 2.63365 2.52934 0.08 -0.03 -0.06
C -0.49402 1.84029 3.33684 0.01 0.24 0.12
C 0.87924 2.04651 3.51376 -0.02 0.04 0.09
C 1.75617 1.01319 4.17388 -0.04 0.10 -0.02
C 1.44643 3.23585 3.07677 -0.04 -0.03 0.08
C -1.13515 0.60175 3.86244 -0.06 -0.03 0.02
C -1.33455 0.51233 5.23875 0.03 0.07 0.01
C -1.94696 -0.59342 5.79757 0.00 -0.03 0.04
C -2.37925 -1.62335 4.97926 0.00 0.00 -0.06
C -2.19774 -1.56424 3.60049 0.12 0.10 0.12
C -1.55947 -0.44379 3.03761 0.09 -0.12 -0.53
Ge -1.23558 -0.36098 1.06156 0.51 -0.21 -0.01
S -3.20136 -0.43774 -0.00002 -0.06 -0.05 0.59
S 0.12811 -1.97352 0.16225 -0.22 0.53 -0.09
Ge 0.95959 -0.25114 -1.07046 -0.13 -0.01 0.24
S -0.08795 -0.36568 -3.04530 0.28 0.11 0.02
S 0.21540 1.28936 0.41373 -0.35 -0.75 -0.37
C 2.89757 -0.11106 -1.52107 -0.55 -0.10 0.20
C 3.78205 -1.13004 -1.16261 0.00 0.05 -0.01
C 5.11929 -1.04157 -1.54264 0.00 -0.01 0.02
C 5.57875 0.05181 -2.25658 0.01 0.01 0.02
C 4.70177 1.06951 -2.59457 -0.02 -0.01 -0.02
C 3.35769 0.99939 -2.23971 0.08 0.02 0.06
C 2.47406 2.14796 -2.59547 0.00 0.16 0.05
C 2.18555 3.13308 -1.64477 0.07 -0.11 -0.03
C 2.76300 3.10724 -0.25128 -0.03 0.06 -0.12
C 1.38762 4.21484 -2.01421 -0.04 -0.03 -0.02
C 0.89831 4.35080 -3.30151 -0.04 0.04 0.04
C 0.10305 5.56352 -3.70599 0.05 -0.05 0.03
C 1.21629 3.37152 -4.23925 0.01 -0.02 -0.01
C 2.00748 2.28192 -3.91263 -0.01 0.04 0.00
C 2.40322 1.28578 -4.96912 -0.02 0.04 0.04
C 3.35560 -2.29432 -0.33508 0.12 -0.19 0.05
C 2.99986 -3.50633 -0.92659 0.03 0.13 0.02
C 2.91152 -3.66784 -2.42260 -0.01 -0.03 0.07
C 2.70177 -4.59305 -0.10639 -0.02 -0.01 0.04
C 2.75172 -4.49730 1.27336 -0.04 -0.07 0.00
C 2.48587 -5.68968 2.15282 0.09 0.04 -0.02
C 3.07432 -3.26935 1.84386 0.04 0.04 -0.04
C 3.37571 -2.16667 1.06351 0.09 -0.04 -0.02
C 3.69890 -0.84461 1.70653 -0.05 -0.06 -0.04
C -2.66656 -2.71438 2.77738 -0.05 -0.05 -0.07
C -4.00243 -2.80669 2.38251 0.09 0.07 -0.03
C -5.03297 -1.80047 2.82472 0.06 -0.05 -0.07
C -4.38920 -3.86095 1.56204 0.05 0.00 -0.06
C -3.48256 -4.81461 1.12742 -0.07 0.00 0.04
C -3.89126 -5.90172 0.17202 0.04 0.09 0.02
C -2.17530 -4.74752 1.59670 0.03 -0.02 -0.02
C -1.75721 -3.72617 2.43517 0.01 0.08 0.03
C -0.36397 -3.72606 3.00859 -0.09 0.01 -0.08
H 0.62066 6.14306 1.49149 0.01 0.02 -0.01
H 2.19847 5.34150 1.42736 -0.02 0.04 0.01
H 1.65207 6.09000 2.92569 0.01 0.04 -0.03
H -1.28425 4.77003 1.83559 -0.01 0.00 0.01
H -3.24484 3.58520 2.31726 0.00 0.01 0.00
H -3.22344 2.18922 3.41038 -0.03 -0.01 -0.01
H -2.95250 1.96987 1.68062 -0.06 0.02 0.03
H 1.32545 0.01539 4.10922 0.04 -0.04 -0.03
H 1.89363 1.25091 5.23195 -0.01 -0.06 0.02
H 2.74125 1.00115 3.70802 -0.01 0.01 0.03
H 2.51357 3.39062 3.20616 0.01 -0.02 0.00
H -1.00195 1.33101 5.86623 0.00 0.00 0.00
H -2.08521 -0.65486 6.86985 -0.02 0.01 0.00
H -2.86289 -2.49584 5.40257 -0.01 0.00 0.00
H 5.79745 -1.83655 -1.25581 0.00 0.00 -0.01
H 6.62346 0.12130 -2.53287 -0.01 -0.01 -0.02
H 5.05544 1.94220 -3.13142 0.00 -0.01 0.00
H 3.33198 2.20024 -0.06123 0.01 -0.02 0.06
H 1.97082 3.17905 0.49524 0.14 0.01 -0.08
H 3.42965 3.96264 -0.11531 0.05 -0.02 -0.02
H 1.15828 4.97149 -1.27043 0.00 0.01 0.00
H -0.22776 6.12544 -2.83338 -0.03 0.00 -0.02
H -0.77271 5.28364 -4.29217 -0.04 0.00 -0.01
H 0.71492 6.22424 -4.32441 -0.03 0.03 0.00
H 0.85094 3.47497 -5.25734 0.02 -0.01 0.00
H 1.84481 1.45664 -5.88978 0.00 -0.01 0.01
H 2.22099 0.26502 -4.63560 0.00 -0.05 -0.01
H 3.46852 1.37165 -5.19494 -0.01 -0.03 -0.03
H 3.12477 -2.73685 -2.94324 -0.01 -0.02 -0.04
H 1.90825 -3.99351 -2.70435 0.00 0.02 -0.02
H 3.61583 -4.42618 -2.77086 0.00 0.01 -0.02
H 2.42643 -5.53704 -0.56617 0.00 0.00 0.00
H 2.15772 -6.54604 1.56482 -0.02 -0.02 0.02
H 1.72112 -5.46202 2.89683 0.22 -0.14 -0.01
H 3.39319 -5.97097 2.69121 -0.01 -0.05 0.00
H 3.08797 -3.17628 2.92553 0.02 0.02 0.00
H 3.84988 -0.96684 2.77857 -0.01 0.00 0.00
H 2.87752 -0.13485 1.55820 0.01 0.00 0.00
H 4.59749 -0.40151 1.27445 0.00 0.03 0.02
H -4.57786 -0.85681 3.12064 -0.03 0.02 -0.02
H -5.59320 -2.18818 3.67963 -0.01 0.05 0.02
H -5.74160 -1.60650 2.01940 -0.01 0.02 0.01
H -5.42102 -3.91636 1.22983 0.01 0.00 -0.01
H -4.95775 -5.85221 -0.04439 0.00 -0.04 0.00
H -3.66022 -6.88686 0.58065 -0.02 -0.02 -0.05
H -3.35020 -5.78744 -0.76941 -0.02 -0.06 -0.02
H -1.46443 -5.50967 1.29349 0.02 0.01 0.03
H 0.16393 -4.63158 2.71144 -0.22 0.19 0.00
H -0.39944 -3.67952 4.09912 0.01 -0.03 0.02
H 0.21716 -2.86937 2.66238 0.02 -0.04 0.04
N -2.72677 0.04580 -5.42008 0.22 -0.30 0.05
N -3.01242 1.37647 -5.65648 -0.04 0.13 0.11
C -2.93653 2.27417 -4.65859 -0.10 0.48 0.29
N -3.23266 3.54937 -4.91954 -0.11 0.03 -0.28
N -2.52891 1.83485 -3.47395 -0.03 -0.89 -0.63
N -2.45738 2.62187 -2.40625 0.04 0.28 -0.03
O -2.11336 2.00783 -1.39540 -0.08 0.26 -0.06
O -2.70848 3.82489 -2.41822 0.11 -0.06 0.29
H -1.77172 -0.19698 -5.65413 0.00 0.06 -0.04
H -3.38504 -0.57631 -5.86327 -0.13 0.07 0.09
H -3.29078 1.68868 -6.57172 0.10 0.08 -0.08
H -3.62667 3.84020 -5.79587 0.01 -0.10 -0.05
H -3.21837 4.17645 -4.12811 0.03 0.07 0.04
O -4.88904 0.25800 -2.75605 -0.23 0.24 -0.08
H -5.04716 -0.66812 -2.98423 0.13 -0.06 0.11
H -5.27205 0.37338 -1.87677 0.05 -0.07 -0.01
Se -2.86176 -2.42658 -2.79807 0.02 0.08 -0.04
```
Positions in Å, forces in eV/Å.

The value obtained for the energy relative to the best compared isomer or geometry (same formula, charge and spin) is 0.6055 eV. The lowest unoccupied orbital energy (spin up / spin down) comes out at -0.24 / -0.69 eV. Its net charge is 0. As for the multiplicity: 5.

***

No. 3
This record from OMol25 describes a molecular structure, C17H19NO2SV at a distorted geometry. The level of theory is wB97M-V/def2-TZVPD.

```
41
Properties=species:S:1:pos:R:3:forces:R:3
C 2.86734 -2.75040 0.55254 -0.06 -0.07 -0.09
C 2.21640 -1.34111 0.58040 0.95 -0.03 -0.47
C 2.21794 -0.64217 -0.82358 -0.32 -0.29 0.75
C 2.66417 0.83941 -0.74170 -0.42 -0.15 -0.35
C 1.90637 1.77800 -1.69695 -0.26 0.25 0.33
C 0.41712 1.92108 -1.39799 0.94 -0.12 -0.18
C -0.42432 2.54468 -2.34780 0.50 -0.13 0.01
C -1.77087 2.66187 -2.11861 -0.06 0.45 -0.38
C -2.28576 2.16162 -0.93446 -1.29 -0.57 1.02
C -1.46645 1.54836 0.03540 0.40 0.52 -0.12
C -0.10112 1.44724 -0.21576 -0.29 0.06 0.58
N -2.02072 1.06483 1.21876 0.20 -0.92 -0.86
C -3.14099 0.24065 1.05665 -0.55 -0.07 0.38
C -3.24846 -0.99732 1.67513 0.51 -0.39 0.54
C -4.36116 -1.77646 1.48128 -0.86 -0.83 0.11
C -5.43856 -1.36032 0.69305 0.31 0.28 -0.03
C -5.33260 -0.13351 0.07644 -0.94 0.40 -0.51
C -4.21082 0.65123 0.24718 1.23 1.06 -0.07
S -4.00553 2.22355 -0.54780 -0.06 -0.37 -0.57
H 2.18716 -3.56234 0.83822 0.15 0.26 0.07
H 3.73359 -2.75847 1.22453 -0.20 -0.18 -0.02
H 3.25092 -3.01704 -0.44318 -0.15 0.19 0.23
H 2.84815 -0.71773 1.23027 -0.36 -0.16 0.03
H 1.20646 -1.39741 1.00966 0.22 0.13 -0.13
H 1.18830 -0.74504 -1.20155 0.42 0.20 -0.31
H 2.89246 -1.20651 -1.47698 -0.24 0.21 -0.03
H 2.50912 1.18028 0.29205 0.25 0.11 -0.28
H 3.73565 0.93044 -0.96290 -0.24 -0.09 0.22
H 2.01906 1.48983 -2.75317 0.08 0.01 0.29
H 2.33970 2.78850 -1.58809 -0.08 -0.24 -0.22
H 0.04028 2.90009 -3.26694 -0.29 -0.03 0.14
H -2.42495 3.12792 -2.85411 0.10 -0.14 0.21
H 0.51151 0.97798 0.55287 0.00 0.07 -0.33
H -1.32698 0.66660 1.84267 -0.08 0.10 0.01
H -2.45024 -1.40391 2.29931 -0.08 0.32 -0.17
H -4.44506 -2.76149 1.94102 0.28 0.29 0.01
H -6.32160 -1.97475 0.53923 0.25 0.06 0.10
H -6.12761 0.25102 -0.56372 0.15 -0.19 0.14
O 5.61718 -0.59358 1.46350 0.61 -0.89 0.51
V 6.73018 -1.60832 2.18547 0.37 0.17 0.08
O 7.80472 -2.64729 2.89965 -1.08 0.74 -0.62
```
Positions in Å, forces in eV/Å.

The lowest unoccupied orbital energy comes out at -8.58 eV. Its net charge is +1.

***

No. 4
This record from OMol25 describes 5 unconnected molecules or ions with the total composition C31H42N2O13 at a distorted geometry. The level of theory is wB97M-V/def2-TZVPD.

```
88
Properties=species:S:1:pos:R:3:forces:R:3
C -2.93889 -3.76063 2.62885 0.03 0.42 -0.30
C -1.73579 -4.12617 1.57529 0.61 -0.32 0.91
C -2.22868 -4.43533 0.04096 0.60 0.06 0.25
C -3.31009 -3.35641 -0.56098 -0.43 0.55 -0.19
C -2.64930 -2.54370 -1.86494 0.51 0.66 1.05
C -1.64294 -1.39015 -1.20748 3.68 1.67 1.37
C -2.09820 0.18116 -0.94120 4.39 -0.43 1.59
C -1.02213 1.25381 -0.24516 -0.89 -3.44 -1.21
C 0.52012 0.81566 0.21243 -1.52 -0.20 -0.50
N 1.35552 1.88033 0.86451 3.03 -6.69 -0.84
C 2.69611 1.29536 1.21219 -1.78 -0.85 -1.25
C 3.19860 -0.22225 0.90802 -2.86 0.13 -1.05
C 4.74076 -0.68196 1.32274 -0.82 -1.42 -0.64
C 5.14323 -1.93677 0.29364 -2.03 -5.74 1.38
O 4.70204 -3.19929 0.52119 2.87 8.20 -1.25
N 2.32645 -1.25815 0.25794 -0.96 6.25 1.61
C 0.96236 -0.72245 -0.07348 -0.46 0.07 -0.21
C -0.10659 -1.78670 -0.78264 -2.13 2.64 -0.01
H -3.93251 -4.24688 2.24489 1.80 0.79 1.00
H -2.68452 -4.09304 3.74665 -0.60 0.63 -2.61
H -3.10302 -2.59645 2.63456 0.24 -2.28 0.04
H -1.19026 -5.09312 2.01318 -1.12 2.00 -1.16
H -0.92590 -3.25863 1.62601 -1.77 -1.79 -0.35
H -1.27602 -4.38823 -0.65624 -1.90 -0.22 1.46
H -2.59361 -5.56084 0.00907 0.42 2.44 -0.04
H -4.35494 -3.85813 -0.84707 2.50 1.01 0.41
H -3.59557 -2.49991 0.21924 0.78 -2.01 -1.49
H -1.99210 -3.27135 -2.53409 -1.49 1.59 1.43
H -3.50023 -2.05143 -2.51485 2.07 -0.91 1.50
H -3.18393 0.49594 -1.24577 2.39 -0.48 0.72
H -1.41746 2.36629 -0.07691 1.21 -2.72 -0.31
H 3.48133 2.02871 1.72899 -1.97 -1.70 -1.25
H 5.52350 0.18655 1.25060 -1.68 -1.62 0.13
H 4.73722 -1.17671 2.40725 -0.05 1.23 -2.39
H 5.84125 -1.78691 -0.65480 -1.47 0.03 1.95
H 0.27441 -2.89253 -0.98831 -0.78 2.75 0.56
C 6.68080 4.80124 -1.57570 0.37 0.01 -0.08
C 6.15973 3.86463 -0.50474 -0.04 0.75 -1.30
C 5.31469 4.54119 0.53216 -0.82 0.51 -0.29
O 5.47128 3.68586 1.65077 0.77 -0.68 0.31
C 6.69699 3.09641 1.51419 1.34 -1.22 1.59
O 7.25094 2.44329 2.38236 -1.33 1.35 -1.87
O 7.22211 3.33996 0.27422 -0.23 -0.42 1.32
H 7.15006 5.68719 -1.13493 -0.13 -0.13 0.04
H 7.45033 4.30560 -2.17664 -0.24 0.00 0.03
H 5.87269 5.12898 -2.23704 0.08 -0.11 0.12
H 5.63489 3.01959 -0.96720 -0.07 0.08 0.10
H 4.26380 4.61015 0.23873 0.11 -0.11 0.21
H 5.67611 5.53834 0.80889 0.06 -0.10 -0.19
C -3.56165 -7.78848 -4.14061 0.37 0.08 0.09
C -4.62321 -6.77993 -3.75122 0.58 -1.37 -0.20
C -5.52946 -6.38887 -4.87938 -0.53 -0.58 -0.43
O -5.96628 -5.10155 -4.48013 0.56 0.73 0.64
C -4.96816 -4.58136 -3.70448 0.11 2.20 0.61
O -4.91034 -3.41923 -3.33942 -0.46 -2.73 -1.04
O -4.03959 -5.53768 -3.39496 -0.66 1.17 -0.10
H -3.02903 -7.47584 -5.04502 -0.17 0.02 0.08
H -2.80978 -7.87793 -3.34963 -0.22 -0.07 -0.05
H -4.00374 -8.77332 -4.32087 0.01 0.17 0.07
H -5.18858 -7.14471 -2.88478 -0.06 0.06 -0.12
H -6.37715 -7.06981 -4.99328 0.02 0.27 0.04
H -5.01398 -6.29352 -5.84203 0.10 -0.13 0.16
C -4.95460 3.57862 -2.52192 -0.12 -0.10 -0.35
C -3.59273 4.23293 -2.40830 -1.08 -0.87 0.32
C -3.59073 5.48821 -1.58900 -0.18 0.05 0.85
O -2.47419 6.18576 -2.11261 0.35 -0.07 -0.91
C -2.34042 5.77669 -3.41000 1.54 1.11 -1.84
O -1.60452 6.30188 -4.22840 -1.68 -1.19 1.90
O -3.14549 4.70108 -3.66986 0.76 0.92 -0.02
H -5.71936 4.30228 -2.82336 0.16 -0.01 0.09
H -4.94180 2.79838 -3.29004 0.07 0.03 0.21
H -5.25563 3.13171 -1.56930 0.10 0.06 -0.11
H -2.85660 3.50751 -2.04046 0.00 0.11 0.05
H -3.46222 5.29315 -0.52099 0.13 0.15 -0.16
H -4.48276 6.10810 -1.73572 -0.03 -0.22 -0.05
C 4.02977 2.89974 4.92751 0.05 0.33 -0.11
C 3.00291 2.72376 6.02765 1.24 -0.20 -0.73
C 2.00113 1.64293 5.75337 0.20 -0.85 -0.10
O 0.88975 2.06167 6.52596 -0.24 0.94 0.25
C 0.97115 3.42369 6.60812 -1.87 1.59 0.85
O 0.08567 4.14492 7.03579 2.00 -1.66 -0.97
O 2.17771 3.87115 6.14273 -1.13 -0.12 0.45
H 3.55073 2.98223 3.94613 -0.04 -0.06 0.17
H 4.59731 3.82405 5.07756 0.01 -0.23 0.06
H 4.72734 2.05672 4.90370 -0.08 0.12 0.05
H 3.50588 2.57536 6.99119 -0.10 -0.09 -0.05
H 2.34828 0.65677 6.07304 -0.21 0.14 0.06
H 1.68977 1.59081 4.70369 0.20 0.10 0.02
```
Positions in Å, forces in eV/Å.

The lowest unoccupied orbital energy comes out at -1.29 eV. Its net charge is 0. The SMILES is CCCCCc1ccc2ncc(CC=O)nc2c1.C[C@@H]1COC(=O)O1.C[C@@H]1COC(=O)O1.C[C@@H]1COC(=O)O1.C[C@@H]1COC(=O)O1.

***

Looking at calculated total energy for the records above, in order, we have -670.05100 -10639.68465 -2206.13126 -2293.59428 hartree.